(1)
DFT (ωB97M-V/def2-TZVPD) results for a 2-piece molecular cluster, C3H6ClN2 overall.

Element x y z (Å)
C: -2.7524 -1.7048 -0.1723
C: -2.7057 -0.5378 0.1301
C: 1.2593 0.6659 -0.3411
N: 2.4570 0.2484 -0.4354
N: 0.5552 0.8018 0.7612
Cl: -2.7726 1.0895 0.4526
H: 0.6698 0.9413 -1.2686
H: -2.7030 -2.5924 -0.6576
H: 2.8642 0.0197 -1.3307
H: 2.8837 -0.3416 0.3667
H: -0.5021 1.0048 0.7531
H: 0.7465 0.4051 1.7419

Cartesian forces (eV/Å) of the 2 atoms listed first:
0.26 3.44 0.91
-0.28 -0.60 -0.24

The calculation puts the energy above the lowest of the compared OMol25 structures with the same formula, charge and spin at 52.44 kcal/mol. Its net charge is +1. The frontier orbital gap is 0.3670 hartree. The highest occupied orbital energy comes out at -13.71 eV. Its molar mass is 105.55 g/mol. The LUMO energy comes out at -3.724 eV.


(2)
DFT (ωB97M-V/def2-TZVPD) results for C4H8N2O3 as an isolated structure.

Element x y z (Å)
C: 0.4150 -1.3334 -0.8985
C: -1.2354 1.0629 -2.0639
N: -0.4615 0.2121 -2.4037
H: 1.2593 -1.0707 -1.5176
H: -0.3627 -1.8885 -1.4014
H: 0.7060 -1.7711 0.0474
H: -1.8083 1.7768 -2.6561
H: -1.3576 1.1595 -0.7959
C: -0.5900 0.0028 0.7999
C: 0.7563 0.0254 1.5132
N: 1.4957 1.1294 1.3045
O: -1.4253 -0.9723 1.2065
O: -1.0926 1.1054 0.4272
O: 1.0775 -0.9195 2.2203
H: -0.8879 -1.6274 1.6861
H: 1.1232 1.8968 0.7710
H: 2.3884 1.2117 1.7608

Cartesian forces (eV/Å) of the 2 atoms listed first:
-0.27 0.47 0.11
0.20 -0.23 -0.21

The calculation puts the energy above the lowest of the compared OMol25 structures with the same formula, charge and spin at 133.97 kcal/mol. Its net charge is 0. The frontier orbital gap (spin up / spin down) is 0.2776 / 0.2783 hartree. The highest occupied orbital energy (spin up / spin down) comes out at -8.29 / -8.30 eV. Its molar mass is 132.12 g/mol. The LUMO energy (spin up / spin down) comes out at -0.741 / -0.729 eV.


(3)
DFT (ωB97M-V/def2-TZVPD) results for C40H47GeN6O5PReS3 as an isolated structure.

Element x y z (Å)
Re: -0.0121 -0.9748 -0.0044
S: 5.5106 -2.8869 -0.5954
C: 7.0743 -3.4881 -0.2883
C: 7.4406 -3.3044 1.0083
C: 6.4309 -2.6604 1.7670
C: 5.3107 -2.3686 1.0381
C: 4.0971 -1.6881 1.4994
C: 2.9077 -1.7269 0.7574
N: 1.7922 -1.1039 1.1283
C: 1.7866 -0.3724 2.2815
C: 2.9180 -0.2860 3.0868
C: 2.8627 0.5099 4.2837
C: 1.7443 1.1791 4.6247
C: 0.5696 1.1187 3.7958
C: -0.6180 1.8050 4.0869
C: -1.7172 1.7110 3.2538
C: -1.5828 0.8966 2.1110
N: -0.4704 0.2466 1.8147
C: 0.6040 0.3420 2.6404
C: -2.9699 2.4247 3.5095
C: -3.2092 3.4110 4.4261
C: -4.5481 3.8788 4.4040
C: -5.3027 3.2396 3.4699
S: -4.4025 2.0750 2.6121
C: 4.0741 -0.9602 2.6751
H: 7.6446 -3.9445 -1.0842
H: 8.3955 -3.6169 1.4103
H: 6.5310 -2.4497 2.8257
H: 2.8629 -2.2714 -0.1775
H: 3.7490 0.5666 4.9046
H: 1.7124 1.7804 5.5258
H: -0.6619 2.4210 4.9792
H: -2.4021 0.8018 1.4053
H: -2.4525 3.8110 5.0920
H: -4.9282 4.6545 5.0545
H: -6.3488 3.3881 3.2416
H: 4.9706 -0.8769 3.2791
N: -7.2922 3.2869 -0.0202
C: -6.2454 2.5042 -0.4138
C: -6.2698 1.1166 -0.1956
C: -5.2078 0.3244 -0.5651
C: -4.0920 0.9097 -1.1649
C: -4.0507 2.2861 -1.3998
C: -5.1131 3.0751 -1.0203
S: -2.7568 -0.0597 -1.7218
O: -1.6944 0.8448 -2.1142
O: -3.1887 -1.0573 -2.6469
N: -2.0679 -0.7987 -0.4026
C: -2.4982 -1.8385 0.3673
N: -3.7406 -2.2412 0.5495
C: -3.9076 -3.2527 1.4050
C: -2.8602 -3.8532 2.0952
C: -1.5972 -3.3701 1.8521
N: -1.4112 -2.3757 0.9803
H: -8.1585 2.8613 0.2535
H: -7.3416 4.2405 -0.3286
H: -7.1481 0.6677 0.2591
H: -5.2423 -0.7431 -0.4018
H: -3.1916 2.7214 -1.8960
H: -5.0877 4.1447 -1.1980
H: -4.9296 -3.5871 1.5464
H: -3.0259 -4.6684 2.7846
H: -0.7195 -3.7821 2.3339
C: 0.0156 1.5840 -4.7401
C: 0.8636 0.7812 -3.7898
O: 1.0105 1.5292 -2.5372
P: 1.0870 0.9369 -1.0954
O: 0.7673 2.1906 -0.1709
C: -0.4075 3.0639 -0.2356
C: -0.1391 4.2641 -1.1123
O: 2.6269 0.7133 -0.7912
C: 3.6273 1.7497 -1.0610
C: 4.6775 1.1957 -1.9899
H: -0.0902 1.0295 -5.6746
H: 0.4820 2.5454 -4.9600
H: -0.9749 1.7485 -4.3192
H: 1.8662 0.6340 -4.1849
H: 0.4130 -0.1900 -3.5814
H: -0.5868 3.3645 0.7933
H: -1.2643 2.4942 -0.5945
H: 0.7586 4.7870 -0.7793
H: -0.9833 4.9537 -1.0458
H: -0.0104 3.9645 -2.1520
H: 4.0496 2.0197 -0.0958
H: 3.1472 2.6278 -1.4862
H: 5.1887 0.3394 -1.5435
H: 5.4154 1.9724 -2.1971
H: 4.2351 0.8798 -2.9370
C: 2.8849 -1.9502 -3.0752
Ge: 1.5041 -3.2226 -2.5167
C: 0.6287 -4.0087 -4.0727
C: 2.1933 -4.6515 -1.3674
C: -0.0526 -2.3686 -1.5921
H: 3.8734 -2.4069 -3.0133
H: 2.8850 -1.0538 -2.4556
H: 2.7070 -1.6650 -4.1140
H: 1.3654 -4.4280 -4.7624
H: 0.0482 -3.2479 -4.5994
H: -0.0473 -4.8057 -3.7567
H: 2.5419 -5.4645 -2.0070
H: 1.3925 -5.0411 -0.7350
H: 3.0278 -4.3473 -0.7341
H: -0.6273 -3.2527 -1.2976
H: -0.6243 -1.9007 -2.4000

Cartesian forces (eV/Å) of the 2 atoms listed first:
-1.16 -0.71 -0.53
-0.07 0.07 -0.05

The calculation puts the energy above the lowest of the compared OMol25 structures with the same formula, charge and spin at 2.48 kcal/mol. Its net charge is +2. Its spin multiplicity is 4. The frontier orbital gap (spin up / spin down) is 0.2423 / 0.2014 hartree. The highest occupied orbital energy (spin up / spin down) comes out at -12.53 / -12.53 eV. Its molar mass is 1077.85 g/mol. The LUMO energy (spin up / spin down) comes out at -5.934 / -7.051 eV. As for the expectation value of S²: 3.773.